DFT (ωB97M-V/def2-TZVPD) results for C5H9NOS in the gas phase at a distorted geometry.

The structure (SMILES) is CN1CC(=S)[C@@H]1CO. Its HOMO energy is -0.316 Eh. Its total energy is -19700.8639 eV. Its net charge is 0. Its energy relative to the best compared isomer or geometry (same formula, charge and spin) is 79.3 kcal per mole. The value obtained for the lowest unoccupied orbital energy is -0.103 eV. The HOMO-LUMO gap is 0.3124 hartree.

Structure (XYZ):
```
17
Properties=species:S:1:pos:R:3:mulliken_charge:R:1
C 1.14622 2.25532 -1.07231 -0.83
N 0.10281 1.48803 -0.40181 -0.24
C 0.38459 1.04326 0.99362 -0.30
C -0.60893 -0.10400 0.74901 -0.12
S -1.54482 -1.29044 1.44946 -0.27
C -0.49850 0.10234 -0.73711 0.16
C 0.33061 -1.05165 -1.32002 -0.75
O 1.56210 -1.00784 -0.66713 -0.49
H 0.89489 2.44765 -2.12221 0.30
H 2.06017 1.64025 -1.25259 0.30
H 1.43240 3.12117 -0.49174 0.30
H 1.45291 0.57945 1.08492 0.18
H 0.19887 1.76862 1.79661 0.35
H -1.35853 0.01660 -1.37781 0.35
H 0.58321 -0.91850 -2.32488 0.41
H -0.26005 -2.01336 -1.09941 0.35
H 1.97285 -1.82001 -0.93366 0.30
```